# 1
Formula: C22H29Br2N10O5SW
Source: the Open Molecules 2025 dataset
Level of theory: wB97M-V/def2-TZVPD

The geometry in XYZ format:
```
70
Properties=species:S:1:pos:R:3:forces:R:3
W -0.17610 0.11357 1.20521 -1.83 0.36 0.15
N -2.04899 -1.20562 1.51259 0.12 0.48 0.29
C -3.27219 -0.38785 1.36943 0.06 -0.06 -0.06
C -3.14296 0.31387 0.04462 0.04 0.00 0.01
N -1.84754 1.03406 0.01497 0.08 -0.15 -0.18
H -2.02806 -1.91476 0.78829 0.15 -0.11 -0.13
H -2.06991 -1.69130 2.40362 -0.01 -0.15 0.08
H -3.30092 0.31513 2.19845 -0.01 0.06 0.09
H -4.17502 -0.99516 1.40170 -0.02 -0.09 0.06
H -3.97981 0.98735 -0.13056 0.00 0.07 -0.05
H -3.13079 -0.42608 -0.75750 -0.02 0.02 -0.04
H -1.96466 1.95530 0.42700 0.07 0.11 0.04
H -1.59838 1.16498 -1.00440 0.15 -0.07 0.21
Br 0.01994 -3.80652 -1.99485 0.03 -0.10 0.02
C 1.20601 -3.40976 -0.59109 0.00 -0.21 -0.25
C 2.28231 -4.27690 -0.29285 -0.15 -0.01 -0.15
C 3.15474 -3.98184 0.70813 0.17 -0.09 0.09
Br 4.58043 -5.16145 1.06455 0.01 0.01 0.00
C 3.00320 -2.80204 1.48080 0.01 0.03 0.05
C 3.85687 -2.36083 2.51132 0.03 -0.07 0.02
C 3.59218 -1.17758 3.14509 0.12 0.08 0.11
C 2.45613 -0.44031 2.79537 0.13 0.10 0.28
N 1.62946 -0.83501 1.85491 0.28 -0.30 0.04
C 1.90875 -1.98451 1.17791 0.02 0.09 -0.07
C 1.01819 -2.26995 0.12636 -0.03 0.24 0.04
O 0.03123 -1.38018 -0.07974 -0.04 0.24 0.36
H 2.41364 -5.17744 -0.87564 -0.04 0.01 -0.02
H 4.71656 -2.95640 2.78949 -0.01 0.01 -0.03
H 4.24666 -0.80290 3.92093 -0.05 -0.01 -0.03
H 2.20611 0.48083 3.30694 0.00 0.01 0.02
N 0.03326 4.33085 3.05012 0.01 0.06 0.10
C 0.28095 3.29237 2.25396 0.29 0.12 0.02
O -0.62927 2.50398 1.91132 0.00 -0.39 -0.20
C 1.65413 3.08066 1.79051 0.15 0.23 0.33
C 1.63309 2.09258 0.85965 0.08 0.62 0.01
N 1.15706 1.31333 0.12246 0.20 -0.38 -0.48
C 2.78926 3.74105 2.33202 0.02 -0.20 0.02
N 3.68870 4.26873 2.82381 -0.22 -0.02 -0.11
H 0.76407 4.96630 3.32606 -0.01 0.02 -0.05
H -0.89222 4.45326 3.42379 -0.02 -0.02 0.01
C -1.62340 2.02239 -3.68166 0.07 -0.16 -0.04
N -1.21418 0.94235 -2.75056 0.13 -0.05 -0.19
C 0.26326 0.78826 -2.86365 -0.15 0.05 -0.22
N 0.68457 0.48710 -4.22490 -0.05 0.02 0.02
C 0.23176 1.57448 -5.10012 -0.12 -0.08 0.05
N -1.22772 1.74086 -5.05506 0.01 -0.07 0.02
C -1.84283 0.47168 -5.46687 0.12 0.04 0.12
N -1.43517 -0.64134 -4.59853 0.02 0.01 0.00
C -1.82505 -0.32277 -3.23312 0.10 0.10 -0.05
C 0.02933 -0.75541 -4.64790 -0.07 0.09 0.08
H -1.16385 2.95634 -3.35506 0.02 0.03 0.00
H -2.70904 2.12684 -3.63592 -0.03 0.02 0.00
H 0.57770 -0.01498 -2.19995 0.02 -0.07 0.03
H 0.72993 1.71845 -2.54079 0.03 0.03 0.03
H 0.52925 1.35300 -6.12530 0.01 0.01 0.00
H 0.70711 2.50530 -4.78988 0.02 0.03 0.01
H -1.54112 0.25048 -6.48977 -0.01 -0.01 -0.04
H -2.92803 0.57201 -5.43371 -0.04 0.00 0.00
H -1.50847 -1.13192 -2.56952 0.00 -0.01 0.00
H -2.91181 -0.21959 -3.19000 -0.03 -0.01 0.00
H 0.33453 -0.99281 -5.66691 -0.01 0.01 -0.02
H 0.34357 -1.56574 -3.98688 0.00 0.03 -0.03
C 0.11496 -0.42740 5.68354 0.11 0.33 0.05
S -0.74662 -0.81943 4.20755 0.04 -0.39 -0.02
O -0.17489 -2.02020 3.63847 0.01 0.04 0.06
O -2.15589 -0.87563 4.48566 0.01 0.31 -0.14
O -0.42608 0.37802 3.26937 0.04 -0.75 -0.38
H -0.34493 -1.00381 6.48480 0.06 0.00 -0.06
H 0.00532 0.64182 5.86951 0.00 -0.12 0.07
H 1.16167 -0.70212 5.55241 -0.09 0.06 0.05
```
Positions in Å, forces in eV/Å.

Values from the calculation:
- Net charge: +1
- Expectation value of S²: 2.01
- Electronic energy: -7392.70412 Eh
- 2S+1: 3
- Relative energy (zero: lowest compared OMol25 entry of this formula, charge and spin): 61.03 kJ/mol
- Orbital gap (spin up / spin down): 7.5 / 6.9 eV

How positive or negative is each atom? The Mulliken charges in e answer that: 1.47, -0.64, -0.83, -0.44, -0.19, 0.28, 0.35, 0.28, 0.54, 0.47, 0.20, 0.52, 0.48, -0.15, 0.15, -0.31, -0.07, -0.18, 0.11, -0.63, -1.38, -0.09, 0.29, 0.01, 0.35, 0.17, 0.47, 0.39, 0.46, 0.75, -0.43, 1.14, -0.74, -0.56, 0.96, -0.49, -0.19, -0.44, 0.21, 0.26, -0.81, -0.34, -0.38, 0.15, -0.71, 0.02, -0.71, 0.15, -0.46, -0.51, 0.34, 0.37, -0.13, 0.25, 0.36, 0.35, 0.35, 0.34, -0.11, 0.30, 0.37, 0.12, -1.10, 0.97, -0.55, -0.59, -0.69, 0.44, 0.33, 0.30

# 2
Formula: C22H29BrMnN2O2Te
Source: the Open Molecules 2025 dataset
Level of theory: wB97M-V/def2-TZVPD

The geometry in XYZ format:
```
58
Properties=species:S:1:pos:R:3:forces:R:3
Mn -1.39668 0.49812 -0.25927 0.46 0.53 0.13
O 2.15956 1.21434 2.30665 -0.03 -0.01 -0.21
C 3.09281 1.09844 1.32049 -0.18 0.00 0.28
C 4.35686 1.59268 1.59757 0.19 0.04 -0.03
C 5.35465 1.51733 0.64093 0.03 0.03 0.06
C 5.11383 0.94423 -0.60500 -0.05 0.01 -0.01
C 3.84988 0.46566 -0.88345 -0.01 0.07 -0.01
C 2.82383 0.54397 0.06567 0.14 -0.02 -0.14
C 1.47041 0.09833 -0.33658 -0.04 0.12 -0.03
O 0.47090 1.19000 -0.43130 -0.09 0.08 -0.07
N 0.87415 -0.78701 0.64634 -0.07 -0.02 0.07
N -0.42152 -1.12567 0.28068 0.09 0.02 -0.12
C -0.93191 -2.28046 0.50358 -0.12 -0.26 0.02
C -2.32199 -2.53382 0.23487 0.24 0.24 0.01
Br -3.28748 -0.94497 -0.29200 -0.39 -0.19 0.02
C -3.02863 -3.66394 0.37551 -0.03 -0.37 0.04
C -2.51090 -4.99334 0.65963 -0.07 0.22 -0.02
C -3.33054 -5.86245 1.38567 -0.07 -0.10 0.04
C -2.87889 -7.12715 1.71681 -0.02 0.04 0.00
C -1.62181 -7.54294 1.29802 0.02 -0.04 0.01
C -0.81730 -6.70208 0.53688 0.00 0.03 -0.01
C -1.25775 -5.43145 0.21634 0.09 -0.04 -0.03
H 1.38986 0.67166 2.08946 0.05 0.03 0.05
H 4.53917 2.02610 2.57213 0.01 -0.01 -0.02
H 6.33847 1.90477 0.87397 -0.03 -0.01 -0.01
H 5.89976 0.88126 -1.34440 -0.01 -0.01 0.02
H 3.63766 0.03603 -1.85752 0.01 -0.01 0.04
H 1.51127 -0.33768 -1.33951 -0.07 -0.12 -0.02
H 1.47382 -1.56837 0.89650 0.00 -0.06 -0.09
H -0.33844 -3.07894 0.94403 -0.05 -0.02 0.00
H -4.10860 -3.58461 0.28200 0.02 -0.03 0.00
H -4.31677 -5.53917 1.69813 0.03 -0.01 0.00
H -3.51089 -7.79375 2.28713 0.01 0.00 0.00
H -1.27576 -8.53856 1.54321 -0.01 0.02 -0.01
H 0.14124 -7.04977 0.17621 -0.01 0.00 0.00
H -0.66085 -4.81175 -0.44328 -0.02 -0.02 0.02
C 0.79747 4.09102 0.31347 -0.03 0.01 0.04
C 1.57976 3.41880 -0.80883 0.07 0.10 0.05
C 1.86608 4.38912 -1.95601 0.01 0.07 0.02
C 0.82548 2.25120 -1.40081 -0.13 -0.22 0.05
H 1.40092 4.85350 0.80504 0.01 0.02 -0.06
H 0.49455 3.38543 1.09045 0.03 -0.02 -0.02
H -0.09189 4.59479 -0.08262 0.06 -0.01 0.06
H 2.53227 3.06476 -0.41341 0.01 -0.04 -0.02
H 0.93874 4.78771 -2.37929 0.02 -0.02 0.01
H 2.43303 3.91941 -2.76201 -0.01 -0.01 0.04
H 2.44911 5.23487 -1.59360 -0.02 0.00 0.00
H 1.37666 1.77255 -2.21155 0.05 0.00 0.00
H -0.13616 2.58827 -1.79515 0.01 -0.01 -0.04
C -4.70630 2.33634 0.15952 -0.01 0.01 -0.04
Te -2.64731 2.83579 0.27140 0.09 -0.01 0.04
C -2.61333 3.92546 -1.55342 -0.01 0.00 0.00
H -5.25465 3.27193 0.22916 -0.06 -0.03 0.01
H -4.95157 1.70410 1.00922 -0.01 0.01 -0.01
H -4.92741 1.83585 -0.77895 -0.03 0.00 0.00
H -2.72451 3.25823 -2.40116 -0.03 0.02 -0.04
H -1.67689 4.47385 -1.60274 -0.04 0.00 -0.03
H -3.44549 4.62200 -1.49474 0.01 0.03 -0.05
```
Positions in Å, forces in eV/Å.

Values from the calculation:
- Net charge: +2
- Expectation value of S²: 3.78
- Electronic energy: -5108.12960 Eh
- 2S+1: 4
- Orbital gap (spin up / spin down): 7.0 / 6.8 eV

How positive or negative is each atom? The Mulliken charges in e answer that: 0.21, -0.68, 0.78, -0.57, -0.39, -0.99, -0.47, 0.54, -0.22, -0.13, -0.41, -0.30, 0.04, 0.09, -0.01, -0.75, 0.68, -0.51, -0.61, -0.44, -0.63, -0.42, 0.42, 0.48, 0.43, 0.44, 0.41, 0.82, 0.30, 0.70, 0.40, 0.38, 0.41, 0.41, 0.40, 0.63, -1.41, 1.79, -1.64, -1.45, 0.42, 0.24, 0.29, -0.39, 0.32, 0.43, 0.43, 0.36, 0.70, -1.11, 0.40, -0.98, 0.37, 0.37, 0.37, 0.38, 0.23, 0.43